Record 1
71
Properties=species:S:1:pos:R:3:lowdin_charge:R:1 method="wB97M-V/def2-TZVPD" e_tot_ha=-3663.6687 charge=-1 spin_multiplicity=3 e_above_lowest_kj_mol=40.1 gap_ev="5.0189 / 6.1248" mol_weight_g_mol=654.69 s2=2.0204
Ti -0.134 -0.002 -0.060 0.71
N -0.796 0.409 4.367 0.04
C -0.905 0.387 2.983 -0.86
S -0.695 -1.152 2.190 0.62
N -1.154 1.519 2.403 0.01
N -1.242 1.354 1.016 -0.13
C -2.031 2.221 0.382 -0.20
C -2.584 3.431 1.033 -0.17
C -3.949 3.692 1.009 -0.05
C -4.468 4.832 1.612 -0.09
C -3.620 5.726 2.244 -0.11
C -2.253 5.473 2.274 -0.09
C -1.740 4.333 1.682 -0.03
C -2.288 1.902 -0.977 -0.22
C -2.987 2.739 -1.881 -0.02
C -3.185 2.329 -3.167 -0.09
C -2.676 1.077 -3.579 -0.08
C -1.965 0.342 -2.670 -0.14
N -1.752 0.712 -1.395 -0.01
H -0.216 -0.320 4.746 0.06
H -0.589 1.335 4.713 0.08
H -4.614 2.987 0.525 0.12
H -5.536 5.011 1.593 0.10
H -4.018 6.613 2.721 0.09
H -1.583 6.164 2.769 0.10
H -0.682 4.117 1.733 0.10
H -3.340 3.703 -1.546 0.11
H -3.713 2.968 -3.863 0.10
H -2.804 0.710 -4.587 0.09
H -1.512 -0.598 -2.967 0.10
S 2.439 -2.649 0.422 0.47
C 2.636 -1.102 1.095 -1.19
N 1.919 -0.022 0.861 -0.12
C 2.395 1.087 1.556 -0.31
C 1.897 2.385 1.451 -0.04
C 2.479 3.389 2.202 -0.10
C 3.554 3.122 3.055 -0.12
C 4.067 1.841 3.152 -0.11
C 3.489 0.830 2.394 -0.48
S 3.935 -0.837 2.235 0.98
H 1.074 2.600 0.782 0.08
H 2.095 4.398 2.119 0.09
H 3.992 3.924 3.635 0.09
H 4.909 1.634 3.800 0.10
C 2.868 3.833 -2.553 -0.06
C 2.342 2.587 -3.280 -0.64
C 3.527 1.809 -3.867 -0.06
C 1.403 3.016 -4.414 -0.06
C 1.616 1.747 -2.316 -0.13
C 0.982 1.084 -1.516 -0.07
H 3.419 4.469 -3.252 0.08
H 3.533 3.550 -1.736 0.08
H 2.044 4.409 -2.131 0.08
H 4.075 2.444 -4.569 0.08
H 3.181 0.923 -4.401 0.08
H 4.206 1.484 -3.080 0.08
H 1.943 3.636 -5.135 0.08
H 0.560 3.585 -4.021 0.08
H 1.004 2.143 -4.932 0.08
N -2.027 -5.932 -4.047 0.15
C -1.710 -5.058 -3.370 -0.17
C -1.306 -3.950 -2.516 -0.22
C -2.139 -3.528 -1.493 0.01
C -1.723 -2.462 -0.712 -0.12
N -0.568 -1.829 -0.929 -0.09
C 0.238 -2.250 -1.910 -0.16
C -0.094 -3.314 -2.731 0.01
H -3.085 -4.005 -1.289 0.12
H -2.314 -2.092 0.118 0.09
H 1.163 -1.705 -2.041 0.09
H 0.587 -3.617 -3.512 0.13



Record 2
75
Properties=species:S:1:pos:R:3:lowdin_charge:R:1 method="wB97M-V/def2-TZVPD" e_tot_ha=-2875.1095 charge=-2 e_above_lowest_kj_mol=36.2 gap_ev=3.8579 mol_weight_g_mol=712.06
Pd 1.206 1.815 -1.283 0.33
O 3.540 3.456 -1.695 -0.49
S 3.893 2.248 -2.485 0.17
O 4.882 2.545 -3.535 -0.45
O 4.410 1.186 -1.568 -0.49
O 2.616 1.737 -3.132 -0.56
C -0.649 -2.195 -1.314 -0.17
N 0.040 -0.920 -1.418 -0.52
P -0.686 0.491 -2.093 0.90
C -1.741 -0.425 -3.365 -0.34
C -1.070 -0.653 -4.571 -0.11
C -1.678 -1.315 -5.626 -0.11
C -2.994 -1.748 -5.513 -0.13
C -3.682 -1.519 -4.329 -0.12
C -3.059 -0.873 -3.267 -0.11
C -2.043 0.819 -0.881 -0.37
C -3.068 1.707 -1.210 -0.12
C -4.051 2.046 -0.291 -0.11
C -4.027 1.502 0.989 -0.13
C -3.002 0.631 1.336 -0.11
C -2.015 0.307 0.414 -0.11
P 1.738 -0.642 -1.188 0.97
C 2.292 -2.370 -1.594 -0.32
C 2.116 -2.756 -2.928 -0.11
C 2.534 -3.994 -3.383 -0.11
C 3.172 -4.878 -2.517 -0.13
C 3.383 -4.500 -1.200 -0.11
C 2.944 -3.262 -0.743 -0.09
C 2.025 -0.700 0.635 -0.36
C 1.231 -1.316 1.598 -0.12
C 1.587 -1.281 2.943 -0.13
C 2.755 -0.638 3.332 -0.15
C 3.544 -0.003 2.376 -0.09
C 3.182 -0.018 1.035 -0.08
H -0.751 -2.695 -2.284 0.07
H -1.655 -2.062 -0.902 0.07
H -0.091 -2.867 -0.659 0.07
H -0.053 -0.283 -4.673 0.10
H -1.129 -1.482 -6.546 0.09
H -3.479 -2.255 -6.339 0.08
H -4.708 -1.856 -4.226 0.09
H -3.610 -0.726 -2.345 0.09
H -3.085 2.148 -2.202 0.11
H -4.835 2.740 -0.571 0.09
H -4.795 1.763 1.710 0.09
H -2.959 0.212 2.336 0.09
H -1.191 -0.335 0.700 0.08
H 1.653 -2.052 -3.613 0.10
H 2.380 -4.268 -4.420 0.09
H 3.514 -5.843 -2.873 0.08
H 3.892 -5.174 -0.518 0.09
H 3.113 -2.985 0.291 0.09
H 0.332 -1.847 1.302 0.08
H 0.961 -1.769 3.684 0.09
H 3.043 -0.620 4.379 0.08
H 4.445 0.520 2.677 0.10
H 3.768 0.505 0.272 0.07
N 0.481 2.287 0.532 0.09
C 0.079 2.395 1.608 -0.21
N -0.378 2.490 2.861 -0.11
C 0.634 2.419 3.918 -0.14
C -0.060 2.465 5.283 -0.18
C -1.473 1.901 5.172 -0.20
C -2.328 2.821 4.292 -0.18
C -1.502 3.381 3.122 -0.15
H 1.357 3.239 3.821 0.13
H 1.175 1.484 3.782 0.10
H -0.116 3.496 5.647 0.11
H 0.537 1.908 6.007 0.11
H -1.930 1.792 6.159 0.10
H -1.423 0.905 4.725 0.11
H -2.711 3.653 4.889 0.10
H -3.190 2.273 3.906 0.09
H -1.138 4.393 3.352 0.12
H -2.098 3.444 2.214 0.12



Record 3
34
Properties=species:S:1:pos:R:3:lowdin_charge:R:1 method="wB97M-V/def2-TZVPD" e_tot_ha=-1809.8972 e_above_lowest_kj_mol=127.4 gap_ev=8.6738 smiles="O=C(NO)c1ccc(Cl)c(NC(=O)c2cccc3ccsc23)c1" mol_weight_g_mol=346.79
O -1.181 4.750 -3.538 0.04
C -0.947 3.591 -3.180 -0.40
N -1.266 2.559 -4.067 0.03
O -1.865 2.781 -5.351 0.00
C -0.453 3.314 -1.803 -0.12
C -0.124 4.356 -0.919 0.00
C 0.320 4.112 0.390 -0.08
C 0.438 2.785 0.814 -0.60
Cl 1.046 2.521 2.398 0.73
C 0.143 1.691 -0.035 -0.19
N 0.242 0.348 0.459 0.11
C -0.198 -0.877 -0.075 -0.39
O -0.843 -0.883 -1.097 0.07
C 0.197 -2.204 0.492 -0.13
C 0.058 -3.362 -0.290 -0.01
C 0.315 -4.657 0.199 -0.05
C 0.591 -4.830 1.562 -0.02
C 0.673 -3.687 2.353 -0.28
C 0.950 -3.740 3.763 -0.12
C 0.924 -2.484 4.352 -0.35
S 0.655 -1.216 3.154 1.01
C 0.501 -2.395 1.847 -0.38
C -0.289 1.993 -1.339 0.05
H -1.185 1.604 -3.717 0.13
H -2.079 3.714 -5.500 0.10
H -0.245 5.359 -1.322 0.12
H 0.608 4.854 1.112 0.10
H 0.672 0.263 1.393 0.01
H -0.202 -3.220 -1.322 0.11
H 0.157 -5.513 -0.463 0.11
H 0.767 -5.799 2.002 0.11
H 1.118 -4.660 4.345 0.12
H 0.981 -2.251 5.412 0.07
H -0.480 1.182 -2.030 0.09



Record 4
12
Properties=species:S:1:pos:R:3:lowdin_charge:R:1 method="wB97M-V/def2-TZVPD" e_tot_ha=-466.3476 e_above_lowest_kj_mol=363.3 gap_ev="3.6687 / 3.6563" mol_weight_g_mol=204.82
C -1.342 0.002 -1.117 -0.55
O -2.627 -0.075 -0.929 -0.33
Li 2.406 0.693 1.667 0.61
Li -3.359 -1.344 0.152 0.76
H -0.319 0.124 -1.928 0.19
C -0.590 -1.169 -1.011 -0.27
C 0.481 -1.742 -0.172 -0.12
C 1.515 -0.893 0.018 -0.46
O 1.114 0.305 0.436 -0.60
Ag -0.238 1.591 0.557 0.64
H -1.155 -2.066 -1.337 0.06
H 2.412 -1.511 -0.199 0.06



Record 5
14
Properties=species:S:1:pos:R:3:lowdin_charge:R:1 method="wB97M-V/def2-TZVPD" e_tot_ha=-249.6593 e_above_lowest_kj_mol=142.8 gap_ev=10.1912 smiles=NCCCO mol_weight_g_mol=75.11
N -1.059 -1.303 -0.973 -0.01
C 0.052 -1.225 -0.029 -0.32
C 0.850 0.078 0.072 -0.21
C 0.079 1.376 0.144 -0.32
O -0.845 1.509 1.186 -0.09
H -0.637 -1.549 -1.948 0.12
H -1.587 -0.449 -0.897 0.04
H -0.335 -1.388 0.990 0.10
H 0.740 -2.038 -0.175 0.10
H 1.549 0.276 -0.774 0.11
H 1.593 -0.053 0.926 0.13
H 0.792 2.233 0.049 0.12
H -0.651 1.454 -0.629 0.10
H -0.540 1.082 2.057 0.13



Record 6
74
Properties=species:S:1:pos:R:3:lowdin_charge:R:1 method="wB97M-V/def2-TZVPD" e_tot_ha=-1313.0363 charge=+1 gap_ev=7.4205 mol_weight_g_mol=400.60
F 3.621 -1.871 2.549 -0.06
C 2.248 -1.826 2.872 -0.18
C 1.453 -1.789 1.517 -0.09
C -0.068 -2.238 1.636 -0.22
C -1.075 -1.019 1.702 -0.15
N -2.168 -1.131 2.673 -0.06
C -2.730 -2.477 2.841 -0.17
C -1.722 -3.679 2.628 -0.10
N -0.286 -3.275 2.711 0.07
H 2.085 -0.917 3.501 0.13
H 2.066 -2.732 3.505 0.11
H 1.546 -0.747 1.106 0.11
H 2.015 -2.441 0.792 0.14
H -0.286 -2.776 0.668 0.15
H -0.473 -0.113 2.003 0.13
H -1.407 -0.801 0.648 0.13
H -1.985 -0.654 3.548 0.11
H -3.087 -2.547 3.909 0.13
H -3.647 -2.681 2.222 0.13
H -1.967 -4.256 1.695 0.13
H -1.896 -4.405 3.472 0.14
H -0.107 -2.911 3.651 0.18
H 0.331 -4.060 2.462 0.19
C -2.646 -6.432 -3.755 -0.07
C -2.758 -6.503 -2.236 -0.43
C -2.801 -5.120 -1.559 -0.21
O -1.535 -4.470 -1.468 -0.22
C -1.149 -3.770 -2.644 -0.09
N -1.661 -7.329 -1.718 0.04
H -1.645 -6.156 -4.089 0.07
H -2.871 -7.404 -4.196 0.08
H -3.355 -5.708 -4.167 0.08
H -3.701 -7.007 -2.005 0.14
H -3.129 -5.264 -0.523 0.11
H -3.542 -4.464 -2.030 0.12
H -2.005 -3.324 -3.156 0.10
H -0.607 -4.433 -3.319 0.08
H -0.465 -2.971 -2.349 0.08
H -1.788 -7.453 -0.716 0.07
H -0.807 -6.778 -1.787 0.07
C 0.460 3.485 -2.138 -0.06
C -0.082 2.543 -1.069 -0.42
C 0.634 1.179 -1.034 -0.21
O 0.242 0.283 -2.065 -0.21
C 0.905 0.482 -3.306 -0.09
N -1.529 2.391 -1.257 0.05
H 0.138 3.208 -3.143 0.07
H 0.105 4.502 -1.961 0.08
H 1.553 3.507 -2.124 0.08
H 0.088 3.024 -0.100 0.13
H 0.359 0.680 -0.099 0.08
H 1.724 1.297 -1.015 0.12
H 1.941 0.802 -3.170 0.09
H 0.361 1.205 -3.916 0.08
H 0.903 -0.469 -3.842 0.09
H -1.905 1.837 -0.490 0.06
H -1.669 1.799 -2.074 0.07
C 3.557 7.011 2.251 -0.07
C 2.055 6.748 2.293 -0.43
C 1.566 5.808 1.176 -0.22
O 1.455 6.419 -0.100 -0.20
C 2.672 6.484 -0.827 -0.11
N 1.348 8.033 2.270 0.04
H 3.840 7.696 1.450 0.07
H 3.887 7.466 3.187 0.08
H 4.115 6.080 2.118 0.08
H 1.840 6.259 3.249 0.13
H 0.551 5.484 1.431 0.12
H 2.177 4.897 1.118 0.11
H 3.308 5.612 -0.646 0.09
H 3.210 7.402 -0.586 0.08
H 2.426 6.517 -1.890 0.09
H 0.352 7.861 2.390 0.07
H 1.416 8.400 1.322 0.07



Record 7
8
Properties=species:S:1:pos:R:3:lowdin_charge:R:1 method="wB97M-V/def2-TZVPD" e_tot_ha=-171.0245 e_above_lowest_kj_mol=151.5 gap_ev=10.5918 smiles=CNO mol_weight_g_mol=47.06
C -0.824 -0.203 0.014 -0.13
N 0.381 0.606 -0.167 -0.19
O 1.467 -0.245 0.146 -0.13
H -0.786 -0.735 0.978 0.08
H -0.936 -0.902 -0.825 0.08
H -1.667 0.481 0.010 0.07
H 0.423 1.325 0.565 0.11
H 1.941 -0.327 -0.721 0.11



Record 8
83
Properties=species:S:1:pos:R:3:lowdin_charge:R:1 method="wB97M-V/def2-TZVPD" e_tot_ha=-3000.6872 charge=+1 spin_multiplicity=2 gap_ev="8.2602 / 7.6256" mol_weight_g_mol=643.70 s2=0.7510
O -0.984 -2.454 -3.610 -0.27
O -2.308 -0.584 -4.492 -0.27
C 0.112 -3.333 -3.925 -0.23
C 1.120 -3.508 -2.823 -0.06
H 0.547 -2.874 -4.819 0.11
H -0.324 -4.286 -4.235 0.13
H 1.338 -2.587 -2.276 0.07
H 2.045 -3.841 -3.296 0.09
H 0.815 -4.285 -2.123 0.08
C -1.731 -2.746 -2.407 -0.23
C -3.072 -3.359 -2.709 -0.06
H -1.852 -1.796 -1.873 0.11
H -1.130 -3.393 -1.760 0.12
H -3.716 -2.677 -3.272 0.04
H -3.575 -3.612 -1.762 0.09
H -2.963 -4.278 -3.289 0.09
C -3.464 0.319 -4.466 -0.20
C -2.097 -1.198 -5.805 -0.22
C -4.573 -0.283 -3.644 -0.07
H -3.809 0.493 -5.505 0.14
H -3.134 1.271 -4.041 0.10
H -4.983 -1.177 -4.122 0.07
H -5.379 0.448 -3.529 0.09
H -4.253 -0.539 -2.629 0.07
C -3.080 -2.296 -6.056 -0.05
H -1.087 -1.594 -5.791 0.09
H -2.148 -0.412 -6.575 0.12
H -2.971 -3.087 -5.297 0.07
H -2.874 -2.749 -7.034 0.10
H -4.114 -1.941 -6.081 0.08
H -1.321 -0.631 -3.594 0.15
Yb 0.314 1.717 -1.175 1.56
C -0.546 0.301 -2.834 -0.32
Si 0.313 1.282 -4.197 0.44
H -1.327 0.788 -2.224 -0.03
H 0.085 -0.347 -2.195 0.01
C 1.389 0.101 -5.180 -0.14
C 1.405 2.583 -3.388 -0.22
C -0.880 2.185 -5.328 -0.15
C 2.076 0.054 -0.723 -0.39
Si 3.480 0.995 0.056 0.38
H 2.342 -0.532 -1.619 -0.03
H 1.541 -0.631 -0.040 -0.01
C 3.432 2.813 -0.479 -0.21
C 5.143 0.246 -0.410 -0.18
C 3.440 0.975 1.945 -0.18
H -0.314 2.978 -5.844 0.05
H -1.688 2.666 -4.763 0.03
H -1.317 1.533 -6.098 0.03
H 2.167 -0.335 -4.544 0.04
H 1.885 0.664 -5.987 0.05
H 0.829 -0.715 -5.646 0.02
H 2.201 2.168 -2.753 0.01
H 0.862 3.376 -2.834 0.03
H 1.907 3.099 -4.211 0.08
H 4.997 -0.491 -1.210 0.02
H 5.581 -0.273 0.453 0.03
H 5.858 1.008 -0.756 0.03
H 2.685 0.265 2.317 0.03
H 3.205 1.958 2.371 0.03
H 4.428 0.660 2.310 0.03
H 4.240 3.352 0.035 0.05
H 2.488 3.330 -0.222 -0.01
H 3.590 2.950 -1.559 0.02
B -0.264 1.768 1.824 -0.39
N -0.102 3.284 1.411 -0.09
C -0.425 4.370 2.143 -0.05
C -0.225 5.504 1.357 -0.04
C 0.256 5.027 0.129 -0.12
N 0.330 3.673 0.156 -0.12
N -1.655 1.345 1.173 -0.08
C -2.826 1.048 1.770 -0.05
C -3.802 0.914 0.782 -0.04
C -3.155 1.170 -0.433 -0.12
N -1.845 1.423 -0.195 -0.10
H -0.305 1.667 3.012 0.09
H 0.614 1.098 1.329 0.04
H -0.768 4.279 3.169 0.13
H -0.390 6.526 1.641 0.10
H 0.537 5.603 -0.745 0.11
H -2.898 0.954 2.846 0.13
H -4.835 0.667 0.919 0.10
H -3.578 1.204 -1.432 0.09



Record 9
10
Properties=species:S:1:pos:R:3:lowdin_charge:R:1 method="wB97M-V/def2-TZVPD" e_tot_ha=-392.6324 e_above_lowest_kj_mol=423.2 gap_ev=9.6417 smiles="O=C1NN=CNO1" mol_weight_g_mol=101.06
O -1.423 2.091 0.324 0.11
C -0.598 1.238 0.044 -0.45
N -0.889 0.149 -0.799 0.01
N 0.001 -0.776 -1.249 0.06
C 0.792 -1.004 -0.241 -0.27
N 0.514 -0.539 0.936 0.01
O 0.561 0.931 0.847 0.00
H -1.474 0.548 -1.649 0.20
H 1.471 -1.823 -0.082 0.12
H 1.045 -0.815 1.869 0.21



Record 10
55
Properties=species:S:1:pos:R:3:lowdin_charge:R:1 method="wB97M-V/def2-TZVPD" e_tot_ha=-6610.5376 charge=+2 e_above_lowest_kj_mol=0.0 gap_ev="6.6000 / 6.6010" mol_weight_g_mol=770.51
Os 0.189 -0.732 0.055 1.65
O -1.337 -0.694 1.233 -0.21
C -2.569 -0.996 0.804 -0.31
C -3.647 -0.266 1.313 0.02
C -4.930 -0.587 0.932 -0.02
C -5.184 -1.663 0.068 -0.04
C -4.138 -2.413 -0.405 -0.01
C -2.809 -2.074 -0.076 -0.16
C -1.740 -2.946 -0.452 -0.04
N -0.490 -2.607 -0.448 -0.12
C 0.532 -3.671 -0.379 -0.14
C 1.303 -3.377 0.900 -0.14
N 1.675 -1.952 0.788 -0.12
C 2.930 -1.636 0.795 -0.04
C 3.452 -0.412 0.269 -0.16
C 4.762 -0.009 0.599 -0.01
C 5.325 1.087 -0.003 -0.04
C 4.612 1.774 -0.998 -0.02
C 3.353 1.369 -1.380 0.02
C 2.751 0.280 -0.743 -0.31
O 1.547 -0.121 -1.171 -0.21
H -3.446 0.537 2.010 0.13
H -5.759 -0.012 1.323 0.12
H -6.200 -1.912 -0.203 0.12
H -4.320 -3.271 -1.041 0.13
H -1.986 -3.982 -0.677 0.16
H 1.187 -3.599 -1.249 0.14
H 0.071 -4.658 -0.350 0.13
H 2.186 -4.008 0.988 0.13
H 0.666 -3.516 1.775 0.14
H 3.642 -2.379 1.151 0.16
H 5.315 -0.572 1.341 0.13
H 6.321 1.408 0.268 0.12
H 5.068 2.624 -1.488 0.12
H 2.813 1.867 -2.174 0.13
Br 1.289 5.362 2.612 0.90
C 0.980 3.644 1.970 -0.66
C 1.578 2.546 2.571 -0.05
C 1.333 1.296 2.040 -0.06
N 0.548 1.110 0.977 -0.05
C -0.071 2.171 0.414 -0.16
C 0.135 3.452 0.879 -0.02
C -0.968 1.850 -0.730 -0.16
C -1.742 2.793 -1.371 -0.02
C -2.536 2.394 -2.445 -0.66
Br -3.601 3.640 -3.324 0.90
C -2.515 1.069 -2.852 -0.05
C -1.724 0.181 -2.152 -0.06
N -0.984 0.553 -1.105 -0.05
H 2.222 2.657 3.431 0.12
H 1.768 0.407 2.476 0.13
H -0.342 4.300 0.413 0.12
H -1.745 3.825 -1.055 0.12
H -3.102 0.729 -3.693 0.12
H -1.666 -0.861 -2.434 0.13